1.
Here is C26H40BCuFN3O6S as an isolated structure from the Open Molecules 2025 dataset. Energies are from the ωB97M-V functional and the def2-TZVPD basis.

The geometry in XYZ format:
```
79
Properties=species:S:1:pos:R:3
Cu 0.26741 0.32046 -0.03475
S -0.14813 -0.58359 2.76090
F -2.83753 6.28344 -1.13417
O -2.14082 -1.99992 -2.31737
O 2.93701 1.42897 -0.97818
O -0.46691 -1.04141 -1.19457
O 3.16212 -0.59013 0.07958
O 0.43092 0.60426 1.99121
O -1.32806 1.65326 -0.31029
N -3.79246 1.43584 -3.55216
N -4.49412 6.22756 -3.44971
N -5.17905 7.75825 -5.29970
C -4.64430 8.54487 -4.13450
C 4.67525 -1.06716 -1.70408
C 4.65304 2.11521 0.53722
C -4.12691 3.84555 -3.47699
C 4.48006 -0.25421 -0.43366
C -2.44604 3.97706 -1.28394
C -6.34058 6.90095 -4.85772
C 5.13641 1.78577 -1.88709
C 1.17363 -1.79392 2.83777
C -5.94947 6.26713 -3.51590
C 5.50748 -0.64512 0.60824
C -2.00804 1.54063 -1.34170
C -3.11855 0.35182 -3.10165
C -2.68549 2.74165 -1.87900
C -4.71545 1.26847 -4.68006
C 4.35372 1.27521 -0.69486
C -3.89127 5.06860 -2.88202
C -1.58340 -1.03663 -1.81118
C -2.22481 0.32926 -2.07861
C -4.04454 1.51048 -6.02143
C -3.04770 5.10342 -1.76459
C -3.55455 2.66896 -2.97408
C 2.50721 -1.23037 3.29928
C -3.95310 7.55643 -3.17831
C -0.76590 -1.07089 5.39014
C -0.21462 -0.01183 4.44591
B 2.27620 0.36858 -0.37810
H 4.93823 2.85019 -2.01902
H 3.29611 -1.94941 3.07984
H 5.67505 -0.92874 -2.11910
H 2.52559 -1.03306 4.37103
H -7.21099 7.54901 -4.78141
H 4.05330 1.78726 1.38819
H -4.11844 7.90190 -2.15648
H -1.73355 -1.44360 5.05290
H -5.56400 1.93399 -4.52773
H -5.50623 9.03462 -3.68648
H 0.78528 0.32646 4.71574
H -0.08849 -1.91945 5.48581
H -6.36206 5.26440 -3.45756
H -4.75801 1.36662 -6.83354
H -1.79251 4.02787 -0.42167
H 2.73658 -0.31563 2.75497
H -2.87969 7.54512 -3.35945
H -4.72781 3.81578 -4.37574
H 6.51410 -0.37121 0.28308
H 5.31030 -0.16938 1.56722
H 5.70794 2.06485 0.80943
H -5.10976 0.25655 -4.61720
H 3.93891 -0.79430 -2.46111
H -3.33298 -0.58826 -3.59686
H 4.85805 1.26855 -2.80226
H -3.96436 9.30415 -4.51112
H -6.50239 6.16525 -5.64274
H -6.37083 6.84040 -2.68108
H 4.39952 3.15479 0.32682
H -3.64004 2.52226 -6.08870
H -5.43779 8.35862 -6.08114
H 4.54179 -2.12346 -1.46915
H -0.86146 0.86395 4.38160
H 0.80301 -2.61963 3.44840
H 1.23064 -2.14749 1.80539
H 6.21055 1.65979 -1.72924
H -0.89832 -0.64520 6.38366
H 5.48333 -1.72653 0.75013
H -3.21986 0.81287 -6.16795
H -4.43961 7.12281 -5.60896
```

As for the expectation value of S²: 0.753. The highest occupied orbital energy (alpha / beta) comes out at -8.780 / -9.963 eV. Its spin multiplicity is 2. As for the net charge: +1. The energy is -3793.67052 Eh. Its orbital gap (alpha / beta) is 5.55 / 6.73 eV.

=====

2.
Here is an isolated ion of composition C4H5N2O3S and charge -1 at a distorted geometry from the Open Molecules 2025 dataset. Energies are from the ωB97M-V functional and the def2-TZVPD basis.

The geometry in XYZ format:
```
15
Properties=species:S:1:pos:R:3
S -0.18758 -2.24879 -0.58968
O -0.04749 1.70696 0.22087
O -0.51887 -2.13392 -2.05515
O -1.49239 -3.06540 0.22216
N -3.20930 1.12039 1.82244
N -1.22370 2.00350 0.83297
C -0.68648 -0.66192 0.04790
C -2.14259 1.27949 1.21883
C 1.56359 0.39980 -0.68731
C 0.21200 0.34847 -0.01537
H 2.50559 -0.06757 -0.40438
H -3.92905 0.57642 1.43434
H 1.41509 -0.03045 -1.79663
H -2.22269 -2.39078 0.36348
H 1.86419 1.39745 -0.98190
```

The highest occupied orbital energy comes out at -3.952 eV. The energy above the lowest of the compared OMol25 structures with the same formula, charge and spin is 5.488 eV. As for the net charge: -1. The energy is -888.69307 Eh. Its orbital gap is 7.59 eV.